# 1
ORCA calculation (ωB97M-V with the def2-TZVPD basis set) on 2 unconnected molecules or ions with the total composition CH2ClNO2 in a non-equilibrium geometry.

Cartesian coordinates (Å):
C  -0.365  1.229  -0.178
N  3.405  0.561  -0.343
O  4.160  0.694  0.547
O  2.253  0.200  -0.280
Cl  -1.984  1.268  0.171
H  0.205  1.862  -0.865
H  0.110  0.270  0.319

HOMO-LUMO gap (spin up / spin down) ... 10.71 / 5.70 eV
Highest occupied orbital energy (spin up / spin down) ... -10.9 / -8.2 eV
Largest force on an atom ... 3.94 eV Å⁻¹

---

# 2
ORCA calculation (ωB97M-V with the def2-TZVPD basis set) on a molecular structure, C26H19CsN8O4 in a non-equilibrium geometry.

Cartesian coordinates (Å):
Cs  -1.100  -0.804  -0.024
O  -4.317  -0.385  -3.819
C  -3.717  -0.074  -2.779
O  -2.521  0.313  -2.666
C  -4.551  -0.139  -1.481
C  -5.938  -0.093  -1.575
C  -6.681  -0.070  -0.406
C  -6.023  -0.104  0.812
C  -4.634  -0.199  0.823
N  -3.920  -0.212  -0.306
C  -3.895  -0.277  2.181
O  -4.531  0.187  3.148
O  -2.756  -0.797  2.167
H  -6.386  -0.074  -2.558
H  -7.765  -0.018  -0.447
H  -6.537  -0.058  1.761
N  -1.855  2.815  -2.106
C  -0.981  3.387  -1.291
N  -0.923  4.738  -1.260
C  -0.034  5.225  -0.415
N  0.090  6.597  -0.364
N  0.782  4.528  0.385
C  0.638  3.202  0.264
N  -0.199  2.583  -0.535
C  1.513  2.355  1.143
C  2.429  2.939  2.010
C  3.203  2.108  2.807
C  3.040  0.737  2.711
C  2.105  0.248  1.808
N  1.363  1.038  1.045
H  -2.442  3.427  -2.643
H  -2.020  1.791  -2.166
H  -0.716  7.094  -0.703
H  0.496  6.939  0.491
H  2.515  4.015  2.045
H  3.924  2.531  3.496
H  3.625  0.054  3.313
H  1.952  -0.821  1.685
C  4.503  -0.154  -0.601
C  5.015  -1.208  0.143
C  4.294  -2.385  0.220
C  3.065  -2.501  -0.452
N  2.574  -1.471  -1.156
C  3.278  -0.346  -1.221
C  2.249  -3.749  -0.354
C  2.940  -4.969  -0.425
C  2.246  -6.166  -0.332
C  0.866  -6.118  -0.152
C  0.215  -4.890  -0.070
C  0.853  -3.635  -0.172
H  5.023  0.793  -0.681
H  5.956  -1.105  0.673
H  4.644  -3.211  0.824
H  2.825  0.460  -1.793
H  4.016  -4.989  -0.585
H  2.766  -7.115  -0.410
H  0.303  -7.047  -0.080
H  -0.866  -4.922  0.073

HOMO-LUMO gap ... 5.24 eV
Highest occupied orbital energy ... -1.3 eV
Total charge ... -2
Largest force on an atom ... 1.12 eV Å⁻¹